(1)
115
Properties=species:S:1:pos:R:3:forces:R:3:lowdin_charge:R:1 method="wB97M-V/def2-TZVPD" spin_multiplicity=1
As -3.0857 0.6085 0.6666 0.017 0.146 0.008 1.29
Cl -2.0013 -2.2807 -1.2808 -0.081 0.001 -0.146 0.55
Cl -4.3136 -3.3496 0.1795 -0.010 -0.018 0.016 0.53
S 0.6449 -3.2543 0.3027 0.255 -0.374 -0.282 0.95
O 0.2459 -2.8901 1.6899 -0.066 0.112 0.147 -0.52
N -1.5973 1.3972 -0.0767 -0.103 -0.268 0.257 -0.32
N 0.4824 -0.1737 2.5602 -0.066 0.069 -0.223 0.08
N 0.9482 2.7194 1.4750 0.029 0.146 -0.214 0.20
N 1.9210 -0.0084 0.2738 -0.054 -0.068 0.031 0.07
C 0.4854 7.3834 0.3941 -0.012 0.034 0.003 -0.06
C 2.4789 5.4802 0.0149 -0.033 -0.062 -0.009 -0.02
C -2.2820 4.4606 -2.0880 0.021 0.021 -0.043 -0.10
C -2.8068 0.0977 3.5055 0.060 -0.019 -0.009 -0.32
C 4.6799 0.1622 2.7367 0.008 0.010 0.038 -0.05
C 2.9348 -3.9225 1.6691 -0.033 0.025 0.047 -0.06
C 3.9996 0.0026 -0.9134 -0.008 -0.034 0.000 -0.04
C -5.5959 2.3332 2.4035 -0.043 -0.008 0.010 -0.05
C 1.0723 3.7885 1.0715 0.109 -0.186 0.171 -0.12
C -0.2497 -5.3099 -1.3248 0.054 -0.003 -0.027 -0.12
C -6.9200 2.9504 -1.0703 0.019 0.014 0.004 -0.27
C 3.0349 -4.1945 -0.7286 -0.039 0.012 0.003 -0.08
C -2.7759 1.1304 2.5590 0.056 -0.089 -0.021 -0.32
C -2.3808 2.4116 2.9623 0.079 0.060 -0.004 -0.28
C -4.9801 1.5135 -1.2903 -0.010 -0.043 -0.029 -0.30
C -1.3669 -6.7228 0.7936 -0.005 0.010 0.002 -0.06
C 2.6147 -0.0114 1.4449 0.170 0.002 -0.001 -0.20
C 3.9403 0.1922 3.8844 0.050 -0.015 -0.036 -0.07
C -5.6370 2.2976 0.8947 0.001 -0.027 0.052 -0.27
C -3.2642 -1.2984 3.1560 0.006 -0.003 -0.018 -0.10
C 2.6797 6.7843 -0.3976 -0.005 0.061 -0.002 -0.07
C 1.8676 -0.0509 2.6581 0.037 0.012 0.210 -0.28
C -1.1140 4.5534 -2.8341 -0.016 0.030 -0.002 -0.14
C -1.5502 1.8747 6.6361 -0.008 0.005 -0.018 -0.06
C 1.6859 7.7359 -0.2044 0.025 -0.037 -0.010 -0.07
C -8.0619 3.6988 -1.7011 0.018 -0.017 0.009 -0.06
C -0.1399 -4.8431 -0.0242 -0.064 0.099 0.033 -0.39
C -3.3516 -3.4220 -1.3020 0.040 -0.031 0.016 -0.98
C 4.9644 -4.6744 0.6199 0.015 -0.005 -0.006 -0.08
C -0.1389 3.5823 -2.6317 0.080 0.107 0.065 -0.13
C -2.4130 0.3518 4.8195 0.064 0.044 -0.013 -0.03
C -1.4698 -7.2109 -0.5010 -0.008 0.001 -0.008 -0.08
C -2.4816 3.4468 -1.1660 -0.049 0.119 0.072 -0.08
C -0.3238 2.5707 -1.7116 -0.007 -0.043 0.040 -0.08
C 2.5923 -0.0008 -0.8499 -0.075 -0.054 -0.051 -0.13
C 2.5363 0.0811 3.8486 -0.035 -0.019 -0.031 -0.01
C -1.9798 2.6285 4.2746 -0.030 -0.034 0.016 -0.01
C -1.9794 1.6085 5.2189 -0.002 -0.025 -0.029 -0.28
C 2.3352 -3.8695 0.4250 -0.009 0.108 -0.013 -0.36
C 1.2737 5.1334 0.6238 0.003 0.140 -0.101 -0.21
C 4.3523 -4.6084 -0.6263 0.015 -0.002 0.002 -0.08
C -6.0581 2.1830 -1.8461 0.005 -0.028 0.046 -0.02
C -0.7005 -5.5303 1.0375 0.020 0.028 0.016 -0.06
C 4.0223 0.0657 1.4884 -0.019 -0.083 0.006 -0.15
C -4.7141 1.6183 0.0932 -0.027 -0.148 -0.020 -0.29
C 4.7064 0.0508 0.2521 -0.014 0.002 0.006 -0.01
C -0.9093 -6.5069 -1.5597 0.001 -0.010 -0.002 -0.08
C -4.1332 0.6552 -2.1954 -0.063 -0.019 0.044 -0.08
C 4.2590 -4.3311 1.7629 -0.007 0.013 0.007 -0.07
C -6.7043 2.9712 0.2942 -0.018 -0.013 -0.017 -0.03
C 0.2708 6.0804 0.8085 -0.059 -0.045 -0.047 -0.01
C -1.5054 2.4473 -0.9290 -0.124 0.006 -0.385 -0.47
C -2.4021 3.5725 2.0095 0.014 -0.020 0.059 -0.06
Li 0.0785 0.9174 0.7881 -0.145 0.150 0.109 0.49
H -2.2308 2.5757 7.1222 -0.001 0.008 0.022 0.08
H 0.7808 3.6121 -3.2059 0.016 -0.004 -0.019 0.09
H 4.9058 -4.8720 -1.5180 0.001 0.004 -0.006 0.11
H -3.9954 -3.1712 -2.1379 0.022 -0.005 0.021 0.03
H -6.6150 2.3029 2.7908 -0.020 0.037 0.001 0.08
H -1.5066 3.5734 1.3887 -0.102 -0.016 -0.010 0.04
H -8.7395 3.0172 -2.2184 -0.013 0.002 -0.007 0.08
H -2.4487 -0.4556 5.5439 -0.001 -0.006 0.026 0.11
H -2.5777 -1.7894 2.4621 -0.010 0.006 -0.014 0.05
H -1.6750 3.6268 4.5728 0.013 0.029 0.009 0.12
H 4.4341 0.2766 4.8438 0.004 0.021 0.005 0.10
H 1.9712 0.0814 4.7730 0.005 -0.015 0.008 0.11
H -0.6236 -5.1140 2.0331 -0.021 0.012 0.021 0.11
H 5.9970 -4.9887 0.6959 0.005 -0.006 0.003 0.10
H 4.7390 -4.3745 2.7316 0.005 0.000 0.007 0.11
H -4.4782 0.7338 -3.2259 -0.005 0.001 -0.007 0.08
H -0.6700 5.7844 1.2512 0.000 0.002 0.027 0.11
H 0.4348 1.8005 -1.6052 0.005 -0.001 0.025 0.07
H -0.5524 2.3163 6.6673 0.005 -0.003 0.013 0.08
H -0.9740 5.3429 -3.5597 0.003 0.023 -0.015 0.08
H -3.3371 -1.9095 4.0561 0.000 0.000 0.010 0.07
H -8.6350 4.2446 -0.9527 -0.016 0.008 0.000 0.07
H 2.0022 0.0121 -1.7606 0.023 0.004 -0.013 0.11
H 4.4933 -0.0196 -1.8747 0.002 0.028 -0.014 0.10
H 5.7893 0.0825 0.2466 0.014 -0.001 0.006 0.12
H 2.3613 -3.6374 2.5417 0.007 0.018 0.022 0.11
H -0.2884 8.1255 0.5357 -0.019 -0.008 -0.013 0.11
H -3.0701 5.1926 -2.2301 0.000 0.007 0.002 0.10
H 2.5548 -4.1265 -1.6971 0.010 0.012 -0.032 0.11
H -7.3946 3.5153 0.9314 -0.012 0.002 0.007 0.11
H 0.0088 -0.1745 3.4539 -0.084 0.084 -0.033 0.09
H -3.4160 3.4216 -0.6197 0.188 0.051 -0.189 0.07
H 1.8463 8.7553 -0.5294 0.005 0.005 0.000 0.11
H -4.2010 -0.3923 -1.8871 0.025 0.012 -0.010 0.04
H -2.4556 4.5159 2.5557 -0.012 0.025 0.043 0.08
H -3.2531 3.5128 1.3308 0.092 0.046 0.156 0.05
H -2.0007 -8.1343 -0.6896 0.007 -0.022 -0.001 0.10
H -4.2415 -1.2863 2.6714 -0.008 -0.033 -0.014 0.06
H -1.5378 0.9566 7.2229 0.008 -0.001 0.013 0.07
H -7.6947 4.4154 -2.4377 -0.012 0.013 -0.008 0.08
H -3.0814 0.9329 -2.1667 0.078 0.010 -0.002 0.05
H 3.2375 4.7247 -0.1388 0.014 0.003 0.026 0.12
H -2.9451 -4.4248 -1.3912 -0.023 0.037 -0.007 0.00
H -0.9995 -6.8828 -2.5702 -0.001 0.000 -0.014 0.11
H 0.1589 -4.7393 -2.1494 -0.007 0.030 -0.020 0.11
H -5.0497 1.4952 2.8251 -0.098 0.050 0.005 0.06
H -6.2348 2.0977 -2.9135 0.013 0.018 -0.019 0.12
H 3.6120 7.0625 -0.8698 0.005 -0.008 -0.014 0.11
H -5.1320 3.2503 2.7747 0.032 -0.026 0.016 0.08
H 5.7601 0.2233 2.7621 0.018 -0.002 0.010 0.11
H 0.2303 -1.0071 2.0270 -0.080 -0.181 0.246 0.05
H -1.8145 -7.2648 1.6158 -0.007 -0.007 0.007 0.11

=====

(2)
58
Properties=species:S:1:pos:R:3:forces:R:3:nbo_charge:R:1 method="wB97M-V/def2-TZVPD" spin_multiplicity=1 relative_energy_kcal_mol=0.0 charge=+1
S 0.4974 1.1468 2.4312 0.271 -0.540 0.462 0.40
O 2.9108 -2.0040 -3.6532 -1.266 0.201 0.540 -0.46
N 1.1824 -1.2672 3.0719 -0.395 0.029 -0.521 -0.38
C -2.8874 -1.1806 -0.6786 -1.212 -0.703 0.590 -0.18
C 4.4442 1.2762 3.5122 -0.299 -0.054 -0.100 -0.21
C -3.2229 -2.5613 -0.7729 -0.054 0.472 -0.164 -0.11
C -4.5512 -2.9615 -0.9057 0.147 0.029 0.043 -0.24
C -1.5417 -0.6966 -0.5387 0.497 0.664 -0.741 0.07
C 0.0856 -0.5538 2.6560 0.421 -0.392 0.120 0.14
C 3.1024 -3.4027 -3.9737 -0.110 0.206 -0.192 -0.26
C -2.4594 0.4541 3.8418 -0.101 -0.186 -0.422 -0.25
C 0.5972 -2.4906 -3.0569 0.236 -0.075 0.184 -0.31
C 1.0862 -2.6942 3.3683 0.178 -0.035 0.029 -0.41
C -3.6882 1.0199 4.1704 -0.151 -0.214 -0.099 -0.20
C -5.2730 -0.6519 -0.8037 -0.201 -0.278 -0.117 -0.21
C 0.6850 -0.1808 -1.4704 -0.354 0.038 0.007 -0.11
C 3.1887 1.7485 3.1037 0.033 -0.355 0.063 -0.19
C -3.6078 -1.2162 2.5029 0.350 0.332 -0.250 -0.24
C -2.3907 -0.6249 2.9231 -1.046 0.530 -0.017 0.03
C -1.1519 -1.1333 2.4021 0.393 -0.299 -0.300 -0.45
C -0.4603 -1.0417 -1.3874 0.394 -0.398 0.326 -0.11
C -3.9588 -0.2428 -0.6474 0.754 -0.213 0.242 -0.12
C 4.6477 -0.0868 3.7891 -0.401 0.096 -0.073 -0.18
C -4.8726 0.5164 3.6118 0.128 -0.074 -0.187 -0.23
C 1.7128 -0.4266 -2.3435 0.269 -0.355 -0.230 -0.28
C -4.8239 -0.6031 2.7675 -0.015 0.172 0.483 -0.20
C 1.7379 -1.6491 -3.0646 0.541 -0.506 0.121 0.42
C -5.5812 -2.0138 -0.9332 0.369 0.289 -0.055 -0.15
C 2.3546 -0.5241 3.2320 0.038 0.079 -0.018 0.21
C -0.4640 -2.1936 -2.2290 0.068 0.182 -0.285 -0.12
C 2.1503 0.8314 2.9421 0.505 -0.005 0.201 -0.24
C 3.5937 -1.0008 3.6790 -0.058 0.303 -0.208 -0.26
H 4.1472 -3.4639 -4.2760 -0.195 -0.091 0.006 0.22
H -1.3184 -2.8629 -2.2289 0.201 0.238 -0.131 0.23
H 2.9179 -4.0452 -3.1003 0.051 0.314 -0.173 0.19
H 0.0670 -2.9303 3.6880 0.187 0.153 -0.064 0.24
H -3.7304 1.8667 4.8586 0.019 -0.298 -0.179 0.22
H -5.7369 -0.9912 2.3096 0.250 0.024 0.333 0.22
H -2.4324 -3.3110 -0.6997 -0.355 0.194 0.046 0.21
H 2.5573 0.2516 -2.4615 -0.183 -0.202 0.208 0.25
H -4.7865 -4.0248 -0.9878 0.075 0.351 0.084 0.23
H -3.5588 -2.1334 1.9099 -0.111 0.356 0.079 0.21
H 2.9878 2.7995 2.9105 0.278 -0.141 0.057 0.23
H 0.5812 -3.3946 -3.6720 -0.042 0.387 0.307 0.24
H -1.1643 -2.1068 1.9133 0.111 -0.117 0.626 0.22
H -1.4051 0.2070 0.0580 -0.125 -0.068 -0.255 0.23
H 5.6357 -0.4338 4.0956 -0.344 0.111 -0.033 0.23
H -6.6180 -2.3317 -1.0527 0.322 0.087 0.063 0.23
H -3.7193 0.8125 -0.4943 -0.137 -0.308 -0.101 0.23
H 1.7801 -2.9438 4.1768 -0.157 0.085 -0.163 0.22
H 5.2706 1.9781 3.6211 -0.236 -0.196 -0.032 0.23
H -6.0726 0.0906 -0.8159 0.255 -0.226 0.047 0.24
H 0.7177 0.7060 -0.8364 -0.039 -0.171 -0.178 0.23
H -1.5328 0.8313 4.2806 -0.399 0.019 -0.123 0.21
H -5.8334 0.9790 3.8424 0.313 -0.094 -0.062 0.22
H 3.7126 -2.0565 3.9277 0.127 0.376 -0.137 0.23
H 2.4461 -3.7072 -4.8000 0.257 0.094 0.157 0.19
H 1.3338 -3.3051 2.4889 -0.053 0.176 0.188 0.21

=====

What did we get for energy? Answer: -5907.0319, -1648.5712 a.u., in the order shown.
What did we get for frontier orbital gap? Answer: 5.745, 4.260 eV, in the order shown.